1.
ORCA calculation (the ωB97M-V functional and the def2-TZVPD basis) on a cluster of 4 separate species, C2H14N2O3 in total in a non-equilibrium geometry.

Geometry as XYZ:
```
21
Properties=species:S:1:pos:R:3:forces:R:3:lowdin_charge:R:1
N -0.696119 -1.044605 1.375079 1.14 -1.24 -0.66 -0.0250
C -1.254119 -1.389799 0.016909 0.69 0.24 0.57 -0.2359
C -0.786145 -0.182897 -0.839709 0.39 -0.87 -0.48 -0.3034
N -1.124547 -0.248360 -2.262872 -0.15 1.18 -1.13 -0.0199
H 0.080584 -1.707768 1.494766 -0.20 0.77 0.33 0.0751
H -1.262937 -1.183178 2.197448 -0.66 -0.24 -0.29 0.0623
H -2.277202 -1.743525 0.109222 -0.53 0.98 -0.35 0.0969
H -0.785934 -2.299831 -0.416440 0.21 0.48 0.37 0.1044
H -1.131731 0.783402 -0.492861 -0.46 -0.07 0.49 0.0998
H 0.301362 -0.181986 -0.672837 -0.30 0.10 -0.05 0.0685
H -1.142926 0.717338 -2.619125 -0.54 -0.43 0.41 0.0642
H -0.428068 -0.603173 -2.916520 0.21 -0.73 0.82 0.0547
O 2.443868 -0.651269 -1.147146 0.48 -0.93 -0.84 -0.0605
H 2.632017 -1.481188 -0.689386 -0.11 0.26 0.51 0.0435
H 2.701478 -0.936302 -2.044690 -0.22 0.63 0.26 0.0523
O 2.055138 2.740763 0.588497 -0.13 0.03 0.15 -0.0564
H 1.182992 2.368567 0.775373 0.22 0.10 -0.04 0.0133
H 2.183173 2.662051 -0.359709 -0.07 -0.13 -0.04 0.0261
O -0.599280 1.702486 2.829340 -0.73 -0.42 -0.56 -0.0787
H -1.536861 1.559213 3.024301 0.16 0.43 0.42 0.0327
H -0.554742 1.120060 2.050364 0.61 -0.17 0.13 -0.0141
```
Positions in Å, forces in eV/Å.

## Properties
relative energy (zero: lowest compared OMol25 entry of this formula, charge and spin): 35.47 kcal per mole
SMILES string: NCCN.O.O.O
frontier orbital gap: 9.77 eV
total energy: -11422.8886 eV
E_HOMO: -9.426 eV
LUMO level: 0.013 Eh
net charge: 0



2.
ORCA calculation (the ωB97M-V functional and the def2-TZVPD basis) on a cluster of 4 separate species, C2H14N2O3 in total in a non-equilibrium geometry.

Geometry as XYZ:
```
21
Properties=species:S:1:pos:R:3:forces:R:3:lowdin_charge:R:1
N -1.053685 -2.211200 1.277377 -2.57 0.07 -1.04 0.3145
C -1.004084 -0.807822 1.494870 1.82 -0.47 0.00 -0.1638
C -0.446114 -0.044270 0.304646 -1.30 -0.56 -1.44 -0.2606
N -0.798737 1.360841 0.437606 0.60 -0.39 0.49 0.0265
H -1.707558 -2.780913 1.827148 0.69 0.08 0.71 0.1734
H -1.167405 -2.533313 0.307126 0.95 0.03 -0.03 0.1705
H -1.979922 -0.442909 1.876406 0.02 -0.06 -0.04 0.1655
H -0.258884 -0.722736 2.307815 -0.35 0.32 0.57 0.1779
H -0.956473 -0.437518 -0.584837 -0.37 0.13 -0.02 0.1258
H 0.582538 -0.275279 0.028177 0.46 0.09 0.94 0.1148
H -0.141491 1.889493 -0.122675 -0.18 0.42 -0.04 0.0905
H -0.608789 1.614358 1.401398 0.19 0.46 0.02 0.0968
H -2.782122 1.597405 0.819300 -0.05 0.09 -0.43 -0.0198
H -3.890328 1.968694 1.781496 -0.29 -0.04 -0.11 0.0459
O -3.710649 1.403495 1.019962 0.40 -0.15 0.49 -0.0651
H 4.283803 -1.369661 -2.879646 0.13 -0.09 -0.07 0.0217
H 3.949131 -0.709169 -4.207305 0.04 -0.06 -0.11 0.0361
O 3.965992 -1.565528 -3.766640 -0.16 0.17 0.18 -0.0569
H 1.850925 1.169023 -1.285657 0.00 0.35 -0.20 0.0125
H 3.308286 1.140294 -1.031892 0.28 0.36 0.11 0.0404
O 2.565566 1.756714 -1.004675 -0.29 -0.75 0.01 -0.0465
```
Positions in Å, forces in eV/Å.

## Properties
relative energy (zero: lowest compared OMol25 entry of this formula, charge and spin): 22.08 kcal per mole
expectation value of S²: 0.754
frontier orbital gap (alpha / beta): 10.28 / 4.89 eV
total energy: -11414.1276 eV
multiplicity: 2
E_HOMO (alpha / beta): -13.971 / -13.971 eV
LUMO level (alpha / beta): -0.136 / -0.334 Eh
net charge: +1



3.
ORCA calculation (the ωB97M-V functional and the def2-TZVPD basis) on a cluster of 4 separate species, C2H14NO4 in total in a non-equilibrium geometry.

Geometry as XYZ:
```
21
Properties=species:S:1:pos:R:3:forces:R:3:lowdin_charge:R:1
C 1.657354 -2.203880 -0.548951 -0.69 -0.64 1.07 -0.2459
O 0.864479 -2.680679 0.573696 0.46 0.15 0.21 -0.1202
C 2.145830 -0.813507 -0.175219 -1.03 -0.09 0.28 -0.2165
N 0.950009 -0.132056 0.433068 -0.78 1.68 -0.05 0.0639
H 0.942655 -2.156884 -1.383887 0.83 0.02 -0.27 0.1161
H 2.494752 -2.904555 -0.650656 -0.19 0.21 -0.59 0.1159
H 0.131513 -3.239955 0.295601 0.14 0.00 -0.27 0.0795
H 2.991707 -0.779614 0.520568 -0.36 -0.10 -0.18 0.1114
H 2.343124 -0.200166 -1.057241 0.35 -0.17 -0.07 0.0837
H 0.055213 -0.504848 0.107290 0.12 -0.44 -0.51 0.0707
H 0.883572 0.881978 0.060932 0.34 -0.75 0.69 0.0723
H 0.795267 -0.102443 1.465329 0.96 -0.01 -0.50 0.1040
H 1.775675 2.697033 1.722488 -0.09 0.01 -0.31 0.0051
H 1.314687 1.994660 2.979137 -0.20 -0.08 -0.06 0.0170
O 1.102595 2.068316 2.031447 0.27 0.23 0.59 -0.1751
H -5.110226 2.934587 -1.156745 0.24 -0.17 0.17 0.0352
H -4.223285 2.532488 -2.311503 0.13 -0.10 0.58 0.0393
O -4.290776 2.452627 -1.341796 -0.32 0.25 -0.76 -0.0924
H -2.062898 0.253473 -1.697029 0.18 0.08 0.41 0.0394
H -1.748448 0.892642 -0.311130 -0.12 0.07 -0.23 0.0266
O -1.434572 0.237133 -0.954859 -0.22 -0.14 -0.19 -0.1299
```
Positions in Å, forces in eV/Å.

## Properties
relative energy (zero: lowest compared OMol25 entry of this formula, charge and spin): 20.19 kcal per mole
expectation value of S²: 0.751
frontier orbital gap (alpha / beta): 3.35 / 11.48 eV
total energy: -11977.4491 eV
multiplicity: 2
E_HOMO (alpha / beta): -2.685 / -10.987 eV
LUMO level (alpha / beta): 0.025 / 0.018 Eh
net charge: 0



- What is the formula in the second record?
  C2H14N2O3



- Among the records above, which one has the lowest total energy?
  C2H14NO4



- What is the formula in the first record?
  C2H14N2O3



- Among the records above, which one has the lowest relative energy (zero: lowest compared OMol25 entry of this formula, charge and spin)?
  C2H14NO4